Entry 1:
ORCA calculation (ωB97M-V/def2-TZVPD) on the molecule C5H11N.

E_tot	-6851.02568	eV
HOMO-LUMO gap	7.18	eV
charge	0
energy relative to the best compared isomer or geometry (same formula, charge and spin)	57.7	kcal/mol

Last column: Mulliken charge in e.
CARTESIAN COORDINATES (ANGSTROEM)
C1 -1.189 1.842 0.237  -1.18
C2 -0.321 0.833 -0.448  -0.17
C3 0.940 -1.150 -0.236  -0.10
C4 2.229 -0.424 -0.366  -1.22
N1 -0.197 -0.459 -0.095  0.01
C5 -1.354 -1.197 0.439  -1.05
H1 -1.658 1.450 1.146  0.34
H2 -1.981 2.248 -0.408  0.25
H3 -0.561 2.692 0.539  0.29
H4 0.420 1.189 -1.151  0.46
H5 0.870 -2.230 -0.229  0.45
H6 3.051 -1.055 -0.010  0.32
H7 2.491 -0.082 -1.380  0.25
H8 2.179 0.480 0.268  0.34
H9 -2.112 -0.493 0.780  0.30
H10 -1.026 -1.828 1.268  0.40
H11 -1.780 -1.816 -0.354  0.30

Force components x, y, z for each atom (eV/Å):
-0.099 0.020 0.015
0.090 -0.121 -0.018
-0.043 0.057 0.094
0.059 -0.037 -0.048
0.092 0.030 -0.081
-0.022 0.034 0.002
0.075 0.124 -0.153
0.072 -0.085 0.116
-0.200 -0.081 0.027
0.035 -0.048 0.211
-0.020 0.128 0.096
-0.084 0.043 -0.123
-0.050 -0.034 0.133
0.014 -0.117 -0.168
0.091 -0.118 -0.056
-0.069 0.111 -0.130
0.059 0.095 0.083

Entry 2:
ORCA calculation (ωB97M-V/def2-TZVPD) on a cluster of 7 separate species, C11H37N11O8 in total in a non-equilibrium geometry.

E_tot	-44777.71615	eV
HOMO-LUMO gap	8.92	eV
charge	0
energy relative to the best compared isomer or geometry (same formula, charge and spin)	119.9	kcal/mol

Last column: Mulliken charge in e.
CARTESIAN COORDINATES (ANGSTROEM)
C1 -4.050 -1.379 3.147  -0.74
O1 -4.068 -1.339 4.551  -0.28
C2 -5.344 -1.519 5.121  -0.63
C3 -5.295 -1.198 6.662  -0.56
N1 -4.430 -2.165 7.377  -0.35
C4 -4.503 -2.018 8.830  -1.10
C5 -3.989 -0.728 9.416  -0.26
O2 -4.968 0.216 9.682  -0.34
C6 -4.341 1.345 10.327  -0.79
H1 -4.279 -2.379 2.778  0.29
H2 -3.050 -1.099 2.817  0.24
H3 -4.743 -0.662 2.706  0.30
H4 -5.581 -2.579 5.034  0.33
H5 -6.093 -0.825 4.738  0.39
H6 -6.285 -1.118 7.110  0.45
H7 -4.908 -0.184 6.764  0.29
H8 -3.488 -2.109 7.018  0.25
H9 -3.943 -2.800 9.342  0.44
H10 -5.503 -2.181 9.229  0.41
H11 -3.185 -0.382 8.767  0.30
H12 -3.616 -1.120 10.362  0.41
H13 -4.104 1.155 11.374  0.32
H14 -5.127 2.083 10.485  0.28
H15 -3.595 1.873 9.732  0.32
N2 3.842 4.523 -9.321  -0.36
C7 4.226 5.158 -8.255  0.67
N3 4.557 6.399 -8.579  -0.36
O3 4.143 4.659 -7.150  -0.64
H16 3.205 3.740 -9.287  0.21
H17 4.021 4.986 -10.200  0.14
H18 4.465 6.588 -9.566  0.13
H19 4.954 7.084 -7.952  0.21
N4 3.863 -4.128 -6.658  -0.37
C8 4.541 -4.424 -5.524  0.62
N5 4.641 -5.698 -5.347  -0.42
O4 4.872 -3.661 -4.655  -0.62
H20 3.458 -3.235 -6.903  0.21
H21 3.624 -4.937 -7.213  0.17
H22 3.989 -6.349 -5.761  0.18
H23 5.083 -6.067 -4.518  0.22
N6 6.369 -2.577 3.678  -0.37
C9 6.520 -2.527 2.399  0.63
N7 5.373 -2.792 1.948  -0.37
O5 7.527 -2.303 1.717  -0.65
H24 7.178 -2.874 4.204  0.21
H25 5.472 -2.537 4.141  0.16
H26 5.270 -2.727 0.946  0.24
H27 4.661 -2.590 2.636  0.15
N8 -2.401 -0.048 -7.118  -0.43
C10 -1.797 -0.514 -8.205  0.62
N9 -2.502 -1.474 -8.765  -0.41
O6 -0.746 -0.159 -8.583  -0.60
H28 -3.057 -0.659 -6.654  0.18
H29 -1.957 0.682 -6.579  0.23
H30 -3.423 -1.672 -8.402  0.18
H31 -2.000 -1.934 -9.511  0.22
N10 1.501 5.515 -0.324  -0.41
C11 0.230 5.428 0.028  0.67
N11 -0.326 4.397 -0.555  -0.36
O7 -0.263 6.281 0.766  -0.66
H32 1.917 6.387 -0.029  0.21
H33 1.983 4.843 -0.903  0.16
H34 0.284 3.827 -1.122  0.17
H35 -1.335 4.342 -0.561  0.22
O8 1.861 0.813 -3.663  -0.65
H36 2.279 1.336 -4.347  0.33
H37 2.381 0.010 -3.622  0.32

Force components x, y, z for each atom (eV/Å):
0.178 0.039 0.016
0.188 0.636 0.310
0.159 -0.046 2.128
1.335 -0.288 -0.975
-1.556 0.073 0.151
-0.064 -0.258 -0.449
0.304 -1.526 0.477
0.570 1.595 0.127
-2.148 0.489 0.193
-0.099 -0.158 -0.110
0.020 -0.107 0.102
-0.247 0.071 0.006
-0.650 -0.019 -0.273
-0.096 -0.188 -0.642
-0.118 -0.633 -0.127
0.206 0.354 -0.097
0.079 0.093 0.138
0.317 -0.282 -0.530
-0.408 0.074 -0.478
0.257 0.458 0.142
0.736 0.713 0.453
0.931 -0.584 -0.168
-0.320 0.069 -0.447
0.424 -0.576 0.051
-1.044 -2.329 -4.030
-0.700 -0.369 2.946
1.151 2.648 -0.411
0.411 0.242 1.001
0.428 0.160 0.114
-0.490 -0.757 -0.061
0.317 0.815 0.610
-0.095 -0.432 -0.146
-0.445 0.061 -1.503
-1.727 2.794 0.538
0.692 -5.902 0.536
0.953 1.912 0.500
0.371 -0.212 0.404
-0.095 0.627 -0.251
0.259 0.220 -0.117
-0.041 0.528 -0.103
2.783 0.327 6.850
4.492 0.980 -2.329
-5.909 -0.864 -4.591
-0.249 -0.491 0.992
-0.257 0.548 0.352
0.640 -0.336 -0.028
-0.702 0.284 0.191
-0.793 -0.446 -1.438
-1.389 1.363 2.566
-1.245 -0.392 1.394
-1.007 -1.949 -1.529
4.019 1.588 -1.759
0.178 0.489 0.155
-0.028 -0.336 -0.113
0.322 -0.443 -0.770
-0.827 -0.323 0.054
2.976 1.032 -0.045
0.040 2.336 1.239
-2.288 -2.211 -0.689
-0.616 -0.691 -0.357
0.457 -0.472 -0.175
-0.003 0.507 0.172
-0.918 -0.121 -0.073
0.365 -0.412 -0.095
-0.258 0.094 0.178
0.116 0.171 -0.212
0.149 -0.236 0.033

Entry 3:
ORCA calculation (ωB97M-V/def2-TZVPD) on a cluster of 6 separate species, C27H43BO21 in total in a non-equilibrium geometry.

E_tot	-72370.37661	eV
HOMO-LUMO gap	10.40	eV
charge	0
energy relative to the best compared isomer or geometry (same formula, charge and spin)	76.2	kcal/mol

Last column: Mulliken charge in e.
CARTESIAN COORDINATES (ANGSTROEM)
C1 1.013 -2.292 -2.796  -0.85
C2 0.894 -0.692 -3.102  0.49
O1 -0.125 -0.407 -4.111  -0.64
B1 -1.393 -0.054 -3.482  0.72
O2 -1.739 1.350 -3.536  -0.59
C3 -2.348 -1.167 -2.764  -0.07
O3 -2.315 -1.306 -1.290  -0.15
C4 -3.687 -1.687 -1.027  0.59
O4 -4.362 -1.484 0.015  -0.55
O5 -4.259 -2.332 -2.203  -0.38
C5 -3.852 -1.401 -3.262  0.38
C6 -4.804 -0.147 -3.594  -0.84
O6 -5.640 0.288 -2.501  -0.39
C7 -6.837 -0.514 -2.370  -0.54
H1 2.068 -2.688 -2.987  0.29
H2 0.711 -2.553 -1.720  -0.03
H3 0.324 -2.807 -3.564  0.34
H4 0.788 -0.074 -2.147  -0.18
H5 1.900 -0.381 -3.573  0.31
H6 -2.485 1.490 -2.905  0.33
H7 -1.840 -2.164 -3.075  -0.15
H8 -3.694 -1.867 -4.310  0.47
H9 -4.210 0.752 -3.971  0.39
H10 -5.486 -0.477 -4.471  0.38
H11 -6.659 -1.536 -1.863  0.13
H12 -7.541 0.059 -1.651  0.26
H13 -7.412 -0.685 -3.345  0.30
C8 -6.491 -5.144 1.449  -1.56
C9 -7.277 -4.042 0.773  0.78
C10 -8.606 -3.763 1.409  -0.50
O7 -9.349 -3.218 0.323  -0.32
C11 -8.821 -3.754 -0.814  0.67
O8 -9.313 -3.659 -1.902  -0.55
O9 -7.658 -4.415 -0.550  -0.36
H14 -5.616 -5.411 0.850  0.36
H15 -6.157 -4.834 2.442  0.38
H16 -7.091 -6.053 1.549  0.37
H17 -6.665 -3.135 0.701  0.12
H18 -8.537 -3.047 2.230  0.34
H19 -9.120 -4.663 1.761  0.29
C12 3.425 4.169 0.693  -1.58
C13 2.905 3.175 -0.323  0.59
C14 1.446 2.864 -0.176  -0.60
O10 1.361 1.562 -0.748  -0.25
C15 2.581 0.981 -0.573  0.50
O11 2.817 -0.183 -0.771  -0.45
O12 3.499 1.891 -0.142  -0.33
H20 4.516 4.231 0.640  0.42
H21 3.007 5.163 0.518  0.42
H22 3.176 3.858 1.715  0.29
H23 3.146 3.515 -1.337  0.28
H24 0.810 3.567 -0.715  0.40
H25 1.115 2.806 0.866  0.28
C16 5.969 -0.253 -0.503  -1.18
C17 6.927 -0.201 -1.673  0.62
C18 8.205 0.530 -1.383  -0.52
O13 8.600 0.968 -2.678  -0.33
C19 7.455 1.103 -3.407  0.62
O14 7.393 1.626 -4.483  -0.55
O15 6.388 0.567 -2.747  -0.28
H26 5.002 -0.649 -0.820  0.12
H27 6.363 -0.885 0.297  0.43
H28 5.781 0.745 -0.100  0.23
H29 7.117 -1.213 -2.048  0.22
H30 8.966 -0.116 -0.942  0.33
H31 8.069 1.411 -0.747  0.31
C20 5.022 7.755 4.129  -1.46
C21 3.681 7.055 4.164  0.49
C22 3.324 6.488 5.506  -0.56
O16 2.437 5.431 5.157  -0.35
C23 2.793 5.024 3.908  0.68
O17 2.379 4.033 3.372  -0.56
O18 3.685 5.888 3.345  -0.27
H32 5.297 8.000 3.099  0.36
H33 4.998 8.676 4.715  0.39
H34 5.814 7.111 4.519  0.36
H35 2.899 7.725 3.788  0.25
H36 2.828 7.215 6.151  0.30
H37 4.178 6.060 6.040  0.32
C24 0.260 -2.097 1.809  -1.37
C25 0.279 -3.603 1.941  0.64
C26 -1.077 -4.239 1.861  -0.38
O19 -0.885 -5.445 2.593  -0.34
C27 0.107 -5.197 3.494  0.57
O20 0.405 -5.929 4.395  -0.54
O21 0.715 -4.003 3.238  -0.38
H38 1.245 -1.681 2.036  0.34
H39 -0.025 -1.795 0.798  0.28
H40 -0.440 -1.646 2.519  0.40
H41 0.971 -4.035 1.208  0.22
H42 -1.382 -4.452 0.835  0.24
H43 -1.862 -3.657 2.355  0.31

Force components x, y, z for each atom (eV/Å):
-0.415 0.400 -0.447
1.796 -0.980 0.131
-2.346 0.576 2.106
1.662 2.227 -0.547
-0.199 -2.825 0.998
1.185 -2.490 -1.275
-4.279 0.240 -0.370
-1.860 0.386 2.374
3.685 -1.292 -4.544
0.864 2.707 0.961
1.867 0.467 -1.063
-0.983 -0.491 -0.095
0.089 -1.027 -1.097
-1.354 -0.351 1.345
-1.436 0.721 0.372
0.347 0.352 -1.634
1.018 0.636 1.349
-0.212 -0.995 -1.494
-1.686 -0.308 0.686
0.650 0.039 -0.789
-0.796 1.540 0.214
-0.538 0.002 1.941
-0.581 -1.346 0.641
1.058 0.482 1.327
0.035 1.540 -0.974
1.237 -0.797 -1.271
1.044 0.365 1.078
0.102 -0.285 -0.288
0.827 -0.480 0.740
-0.141 0.312 0.588
0.133 -0.171 -0.556
-0.372 -0.011 -1.031
0.388 -0.022 0.916
-0.692 0.404 -0.245
-0.019 0.145 0.113
-0.032 0.047 -0.099
-0.048 0.135 0.016
-0.107 0.013 0.023
-0.135 0.042 -0.188
0.183 -0.041 -0.030
0.445 -0.436 0.198
0.362 1.309 0.402
-0.561 0.522 -0.030
0.584 -0.543 0.072
0.421 -0.832 -0.023
-0.461 1.069 0.237
-0.607 -0.825 -0.354
-0.094 0.119 -0.209
0.007 -0.088 -0.056
0.064 0.082 -0.795
-0.135 -0.147 -0.024
0.000 -0.251 -0.073
0.194 0.084 -0.015
-0.246 0.043 -0.173
-0.577 -0.387 1.117
0.534 -0.213 0.312
-0.381 0.126 -0.401
-0.201 0.483 -1.002
0.101 -0.409 0.908
0.628 0.327 -0.469
0.194 -0.032 0.095
0.059 0.005 -0.110
0.106 -0.073 -0.072
0.118 0.086 -0.013
0.041 0.115 -0.196
-0.170 -0.119 0.020
0.238 -0.170 -0.325
0.846 0.935 0.094
-0.183 0.353 0.595
0.076 -0.356 -0.682
-0.320 -0.722 -0.219
0.010 0.806 1.156
-0.598 -0.629 0.220
-0.113 0.094 0.115
-0.074 -0.077 -0.053
-0.145 0.009 0.054
-0.032 -0.088 0.099
-0.106 -0.214 -0.060
0.055 0.114 -0.147
0.216 0.204 0.310
0.052 1.139 -0.486
-0.414 -0.101 -0.537
0.389 -0.009 0.418
0.347 -0.629 0.930
-0.293 0.594 -0.774
-0.315 -0.740 0.161
-0.044 -0.083 -0.181
0.033 -0.075 0.047
-0.042 -0.142 -0.078
-0.114 -0.063 0.012
0.012 -0.161 0.150
0.155 0.130 -0.046

Entry 4:
ORCA calculation (ωB97M-V/def2-TZVPD) on the molecule C3H7BrSi in a non-equilibrium geometry.

E_tot	-81142.00025	eV
HOMO-LUMO gap	9.04	eV
charge	0
energy relative to the best compared isomer or geometry (same formula, charge and spin)	49.3	kcal/mol

Last column: Mulliken charge in e.
CARTESIAN COORDINATES (ANGSTROEM)
C1 -1.226 1.852 0.078  -1.13
C2 -1.026 0.354 -0.022  0.32
Br1 -2.414 -0.777 0.053  -0.10
C3 0.405 -0.191 -0.174  -0.51
Si1 0.901 -1.936 0.034  0.34
H1 -1.478 2.356 -0.892  0.28
H2 -0.322 2.341 0.440  0.34
H3 -1.852 1.915 0.907  0.38
H4 0.945 0.659 -0.393  0.41
H5 2.368 -2.440 -0.185  -0.11
H6 0.004 -2.708 -0.900  -0.11
H7 0.578 -2.238 1.476  -0.09

Force components x, y, z for each atom (eV/Å):
1.374 -0.603 -1.450
8.223 -1.208 -1.191
-1.660 -1.015 0.268
-7.054 1.829 0.697
0.169 -1.297 0.151
-0.515 -0.546 1.105
0.326 -0.279 -0.255
-1.972 0.979 0.912
1.833 1.441 -0.167
-1.179 0.876 0.029
0.378 -0.018 0.393
0.077 -0.157 -0.493